The following is a DFT calculation (ωB97M-V/def2-TZVPD) of a cluster of 2 separate species, C12H19O in total at a distorted geometry.

- multiplicity = 1
- orbital gap (eV) = 7.1
- E_LUMO (eV) = -6.165
- net charge = +1
- HOMO level (eV) = -13.23

Last column: Löwdin charge in e.
Atoms and positions in Å:
C  1.232351  -0.051039  -2.139685  -0.030
C  1.514408  0.014666  -0.698184  -0.158
C  2.447581  -1.029492  -0.210313  0.007
C  1.265582  1.175246  0.067238  -0.159
C  1.474441  1.214280  1.490316  0.029
C  1.239942  2.359283  2.232583  -0.031
C  0.812435  3.535114  1.593530  0.002
C  0.608456  3.550496  0.206614  -0.028
C  0.824140  2.399928  -0.542721  0.034
H  0.321166  0.462727  -2.433117  0.094
H  2.057938  0.368207  -2.738750  0.142
H  1.137311  -1.105445  -2.415244  0.110
H  2.486398  -1.127226  0.874935  0.086
H  2.153382  -1.997202  -0.627974  0.111
H  3.469902  -0.830245  -0.574458  0.139
H  1.785920  0.300927  2.012957  0.122
H  1.404849  2.362147  3.324462  0.132
H  0.665631  4.439638  2.178881  0.128
H  0.315136  4.492475  -0.278289  0.130
H  0.683958  2.435489  -1.620454  0.123
C  -2.081449  -3.196340  0.297356  -0.057
C  -1.888246  -1.715513  0.038041  -0.506
C  -3.261445  -1.059891  0.114283  -0.056
O  -1.208366  -1.592079  -1.204599  -0.057
H  -2.385300  -3.356986  1.336518  0.089
H  -2.895042  -3.577270  -0.334335  0.090
H  -1.185431  -3.789539  0.099379  0.081
H  -1.219878  -1.263448  0.781908  0.125
H  -3.599226  -1.127192  1.158425  0.090
H  -3.282743  -0.003873  -0.176467  0.077
H  -3.992067  -1.613618  -0.495985  0.090
H  -0.901737  -0.674222  -1.316850  0.051

Forces on atoms 1 to 3 (eV/Å):
-0.55 -0.53 -0.49
2.05 1.22 0.03
-0.67 -0.84 0.41

---

The following is a DFT calculation (ωB97M-V/def2-TZVPD) of a cluster of 6 separate species, C7H23NO5 in total.

- SMILES string = C=C/C=C(/C)CCN.O.O.O.O.O
- energy relative to the best compared isomer or geometry (same formula, charge and spin) (kcal per mole) = 18.6
- multiplicity = 1
- orbital gap (eV) = 8.8
- E_LUMO (eV) = 0.206
- net charge = 0
- HOMO level (eV) = -8.59

Last column: Löwdin charge in e.
Atoms and positions in Å:
C  -1.328248  2.479182  -1.581857  0.011
C  -1.790120  1.274368  -1.870557  -0.180
C  -0.950713  0.064433  -2.057029  -0.098
C  -0.173690  -0.528618  -1.142252  -0.311
C  0.662012  -1.726700  -1.525594  -0.060
C  -0.049713  -0.069274  0.296699  -0.151
C  -1.380877  -0.065219  1.081857  -0.276
N  -1.230762  0.027495  2.522845  0.010
H  -0.280023  2.686875  -1.431399  0.052
H  -1.968414  3.353544  -1.474894  0.062
H  -2.853846  1.127813  -2.027126  0.101
H  -0.973476  -0.345073  -3.066874  0.108
H  0.661588  -2.486602  -0.741493  0.063
H  0.329230  -2.174370  -2.457642  0.076
H  1.702664  -1.431281  -1.658717  0.080
H  0.641271  -0.716702  0.833113  0.105
H  0.350598  0.943187  0.347600  0.098
H  -1.968016  -0.946759  0.827529  0.097
H  -1.998871  0.774805  0.751424  0.102
H  -0.885404  -0.830512  2.935493  0.055
H  -0.589737  0.773213  2.775597  0.033
O  -2.301082  -3.032366  -0.651742  -0.038
H  -2.513055  -3.819574  -1.160105  0.066
H  -1.983026  -2.388362  -1.298401  0.035
O  3.242006  1.538541  1.096924  -0.058
H  3.051428  1.772764  0.169425  0.006
H  3.536483  0.624410  1.111880  0.058
O  -0.281117  -3.321297  1.276933  -0.070
H  -0.441180  -2.568659  1.845758  0.001
H  -0.994694  -3.296663  0.601534  -0.001
O  2.670812  1.982047  -1.611466  -0.048
H  3.339152  2.025681  -2.321451  0.077
H  1.911816  1.487776  -1.949187  0.042
O  1.252776  1.827855  3.018774  -0.081
H  1.918043  1.751198  2.307313  -0.012
H  1.278278  2.756866  3.289541  0.047

Forces on atoms 1 to 3 (eV/Å):
-0.14 0.55 0.09
0.11 -0.30 -0.04
0.00 0.21 0.04

---

The following is a DFT calculation (ωB97M-V/def2-TZVPD) of a cluster of 2 separate species, C7H10N2O3 in total at a distorted geometry.

- SMILES string = N#CC#[N+][O-].CCOC(=O)CC
- energy relative to the best compared isomer or geometry (same formula, charge and spin) (kcal per mole) = 129.0
- multiplicity = 1
- orbital gap (eV) = 10.4
- E_LUMO (eV) = 0.038
- net charge = 0
- HOMO level (eV) = -10.37

Last column: Löwdin charge in e.
Atoms and positions in Å:
N  2.576642  2.691053  1.408903  0.218
C  2.672798  1.654890  0.934199  -0.195
C  2.978370  0.566545  0.217854  -0.005
N  3.451709  -0.360013  -0.299122  -0.083
O  3.771932  -1.311823  -0.880550  0.121
C  -0.144777  -2.841720  1.148999  -0.032
C  0.615913  -1.880971  0.227613  -0.155
O  0.314684  -0.480853  0.583074  -0.041
C  0.489008  0.408871  -0.396950  -0.626
O  1.000338  0.198323  -1.442769  0.126
C  -0.276807  1.607389  0.025750  -0.127
C  -0.307874  2.931870  -0.862625  -0.049
H  -0.649915  -3.644089  0.539304  0.108
H  0.544177  -3.239451  1.771217  0.035
H  -0.807228  -2.239823  1.631949  0.045
H  0.304060  -1.910917  -0.871491  0.147
H  1.716932  -1.992052  0.346358  0.109
H  0.149359  1.751920  0.988915  0.072
H  -1.442756  1.330153  0.208158  0.178
H  -0.508658  2.558556  -1.807477  0.039
H  -1.135676  3.644156  -0.669791  0.086
H  0.599935  3.413944  -0.903430  0.033

Forces on atoms 1 to 3 (eV/Å):
-0.44 0.91 0.78
0.63 0.82 0.02
1.41 -1.89 -0.50

---

The following is a DFT calculation (ωB97M-V/def2-TZVPD) of a structure of composition C2H6NO3 at a distorted geometry.

- energy relative to the best compared isomer or geometry (same formula, charge and spin) (kcal per mole) = 93.5
- multiplicity = 1
- orbital gap (eV) = 8.3
- E_LUMO (eV) = 4.009
- net charge = -1
- HOMO level (eV) = -4.26

Last column: Löwdin charge in e.
Atoms and positions in Å:
O  1.337869  0.865758  -0.049790  -0.077
C  0.086651  0.673988  -0.029643  -0.406
N  -0.860429  -0.298032  -0.056875  -0.040
C  -2.374876  -1.278831  -0.694197  -0.394
O  -2.236242  -2.503549  -0.911311  -0.166
H  -0.380929  1.549649  0.445872  0.092
H  -0.662828  -1.109185  0.584349  0.082
H  -2.251937  -0.602971  -1.566223  0.073
H  -2.914432  -0.950155  0.239096  0.083
H  4.024924  1.813463  0.903411  0.011
H  2.621978  0.910210  0.406884  -0.065
O  3.610254  0.929650  0.728426  -0.194

Forces on atoms 1 to 3 (eV/Å):
-2.50 -2.01 -1.14
-0.52 0.96 2.36
3.02 -0.80 2.16